(1)
DFT (ωB97M-V/def2-TZVPD) results for 40 unconnected molecules or ions with the total composition H80O40.

Bonds (Å) are listed after each position.
Element x y z (Å)
1 H 2.0881 3.6267 0.7737  O3 0.971
2 H 2.8751 2.5381 -0.0552  O3 0.972
3 O 1.9957 2.8099 0.2574  H1 0.971, H2 0.972
4 H 1.0792 0.8152 -4.4410  O6 0.978
5 H 1.1378 1.0866 -2.9637  O6 0.938
6 O 1.6990 1.0181 -3.7118  H4 0.978, H5 0.938
7 H 1.5670 -6.0436 -1.2628  O9 0.929
8 H 1.6558 -6.7524 0.1499  O9 0.960
9 O 1.2629 -6.7384 -0.7255  H7 0.929, H8 0.960
10 H -4.7845 -0.0451 4.5744  O12 1.053
11 H -3.3994 -0.0488 3.8251  O12 1.034
12 O -3.8169 -0.4449 4.6839  H10 1.053, H11 1.034
13 H -5.0424 -0.9823 1.9006  O15 0.953
14 H -6.3388 -0.2800 2.1861  O15 0.929
15 O -5.4919 -0.4331 2.5373  H13 0.953, H14 0.929
16 H -0.6079 1.7569 -0.7578  O17 0.970
17 O -0.5821 1.8064 0.2104  H16 0.970, H95 0.991
18 H 3.0482 -1.6258 1.6904  O19 0.960
19 O 3.1826 -2.5361 1.9629  H18 0.960, H97 0.931
20 H -0.1828 -4.7822 2.1439  O22 0.964
21 H -0.3138 -5.0265 0.6781  O22 0.940
22 O 0.3320 -4.8202 1.3297  H20 0.964, H21 0.940
23 H 4.2888 -4.7924 0.0861  O25 1.045
24 H 3.0320 -4.2077 0.7868  O25 0.936
25 O 3.5430 -4.9924 0.7899  H23 1.045, H24 0.936
26 H 3.3487 1.8652 -2.9214  O28 0.929
27 H 4.5377 2.8540 -2.5870  O28 0.927
28 O 3.6663 2.5820 -2.4231  H26 0.929, H27 0.927
29 H -2.0400 1.5390 -4.7739  O31 0.973
30 H -1.7108 1.1877 -6.3138  O31 0.974
31 O -1.3473 1.4602 -5.4526  H29 0.973, H30 0.974
32 H 0.4610 -3.6640 -4.3177  O33 0.961
33 O -0.1213 -3.2059 -4.9291  H32 0.961, H98 1.008
34 H -0.1748 5.8611 0.9823  O36 0.968
35 H -0.0697 5.2090 2.5183  O36 1.049
36 O 0.4192 5.4378 1.6186  H34 0.968, H35 1.049
37 H -2.6518 4.1883 2.5372  O39 0.944
38 H -2.5337 5.6425 3.2216  O39 0.961
39 O -2.3066 4.7094 3.2445  H37 0.944, H38 0.961
40 H -3.7482 -4.2458 1.4732  O42 0.975
41 H -5.0972 -4.2620 2.2912  O42 0.951
42 O -4.2352 -3.8649 2.2267  H40 0.975, H41 0.951
43 H -4.1503 -3.6514 -3.2458  O45 0.947
44 H -2.6778 -4.0970 -3.9092  O45 1.101
45 O -3.2833 -3.9440 -3.0023  H43 0.947, H44 1.101
46 H -3.6426 3.9811 -3.8008  O48 0.953
47 H -2.3387 4.5425 -3.8265  O48 0.966
48 O -3.0913 4.4443 -4.4247  H46 0.953, H47 0.966
49 H 4.9303 0.8262 3.9493  O51 0.997
50 H 3.7550 1.4920 3.2403  O51 0.949
51 O 3.9762 0.6883 3.6938  H49 0.997, H50 0.949
52 H -1.0540 0.1298 -0.2541  O53 0.979
53 O -1.6099 -0.6628 -0.4015  H52 0.979, H94 0.958
54 H -1.2441 0.3863 5.1733  O56 0.971
55 H -1.1039 1.3519 6.3101  O56 0.956
56 O -1.0986 1.3286 5.3545  H54 0.971, H55 0.956
57 H -2.3384 2.2744 1.5711  O58 0.960
58 O -3.1905 2.4764 1.9646  H57 0.960, H96 0.933
59 H 0.9662 2.7561 2.3458  O61 0.993
60 H 1.5603 3.0179 3.7899  O61 1.026
61 O 1.8352 2.8782 2.8113  H59 0.993, H60 1.026
62 H -1.4401 -1.9411 -6.3804  O64 1.004
63 H 0.0686 -1.8113 -6.2679  O64 0.943
64 O -0.6784 -1.3110 -6.5537  H62 1.004, H63 0.943
65 H -0.0576 -2.6893 4.8492  O67 0.939
66 H -1.5277 -2.8355 5.2295  O67 0.995
67 O -0.6028 -2.8489 5.5966  H65 0.939, H66 0.995
68 H 1.9004 -2.4632 -2.6286  O70 0.950
69 H 2.6817 -3.6271 -3.1729  O70 1.043
70 O 1.7339 -3.1941 -3.2114  H68 0.950, H69 1.043
71 H -1.3067 -3.7936 -0.3823  O73 0.969
72 H -0.7675 -2.9693 -1.5327  O73 0.955
73 O -0.5228 -3.3044 -0.6731  H71 0.969, H72 0.955
74 H -1.3868 0.3585 -2.3685  O76 0.948
75 H -2.4703 -0.8043 -2.3823  O76 0.946
76 O -1.9027 -0.2425 -2.8888  H74 0.948, H75 0.946
77 H -2.4169 -5.6947 -1.0940  O79 0.988
78 H -3.2196 -4.2423 -0.9852  O79 0.983
79 O -2.6025 -4.8816 -0.5645  H77 0.988, H78 0.983
80 H 2.6744 4.1172 -0.4304  O82 1.048
81 H 3.2933 5.1332 -1.2723  O82 0.938
82 O 3.5646 4.6647 -0.5058  H80 1.048, H81 0.938
83 H 3.2270 -1.0961 -0.5708  O85 0.999
84 H 2.2147 -2.2373 -0.3025  O85 0.935
85 O 2.5733 -1.7217 -0.9947  H83 0.999, H84 0.935
86 H 1.0763 4.8096 -2.1420  O88 0.965
87 H 1.5954 5.3835 -3.5494  O88 0.957
88 O 1.8178 5.1684 -2.6437  H86 0.965, H87 0.957
89 H 0.3633 -2.8056 2.0828  O90 0.973
90 O -0.1386 -2.4909 2.8541  H89 0.973, H99 0.968
91 H -3.5461 -1.7159 2.5723  O93 0.975
92 H -2.4394 -2.5432 2.0334  O93 0.993
93 O -2.7136 -1.5897 2.0797  H91 0.975, H92 0.993
94 H -1.3444 -1.3179 0.2455  O53 0.958
95 H 0.3260 2.1841 0.3352  O17 0.991
96 H -3.2393 1.8988 2.6956  O58 0.933
97 H 3.2586 -2.7070 2.8746  O19 0.931
98 H -0.5281 -2.5146 -4.3185  O33 1.008
99 H 0.3299 -1.7021 3.1622  O90 0.968
100 O 5.7989 2.0182 -0.5970  H101 0.994, H102 0.957
101 H 5.3700 1.4726 0.1143  O100 0.994
102 H 5.6023 2.8477 -0.1632  O100 0.957
103 O 2.9938 0.0796 1.3108  H104 0.982, H105 0.993
104 H 2.7612 1.0183 1.1402  O103 0.982
105 H 3.4361 -0.0490 2.1907  O103 0.993
106 O -0.8294 0.4475 2.5141  H107 0.976, H108 0.979
107 H -0.6688 -0.3916 2.0415  O106 0.976
108 H -1.5829 0.1580 3.0678  O106 0.979
109 O 0.6728 -0.3172 -1.0093  H110 0.970, H111 1.003
110 H 0.4772 -1.1104 -0.4857  O109 0.970
111 H 1.5402 -0.4864 -1.4827  O109 1.003
112 O 4.5287 3.3282 2.0696  H113 0.955, H114 0.985
113 H 3.6417 3.2935 2.4213  O112 0.955
114 H 4.5319 4.2284 1.6696  O112 0.985
115 O -4.3783 3.1757 -1.2926  H116 0.967, H117 1.020
116 H -3.5505 3.6764 -1.2971  O115 0.967
117 H -4.6636 3.0317 -0.3238  O115 1.020
118 O -0.5878 3.0206 -3.1951  H119 0.995, H120 0.994
119 H -0.5501 2.0607 -3.4559  O118 0.995
120 H -0.1218 3.2761 -4.0355  O118 0.994

As for the LUMO energy: -0.5 eV. The maximum force is 0.0882 Eh/bohr. Its spin multiplicity is 1. The energy above the lowest of the compared OMol25 structures with the same formula, charge and spin is 935.96 kJ/mol.

---

(2)
DFT (ωB97M-V/def2-TZVPD) results for 40 unconnected molecules or ions with the total composition H80O40.

Bonds (Å) are listed after each position.
Element x y z (Å)
1 H -4.1383 -2.1353 -0.7949  O3 0.976
2 H -3.7729 -2.0019 0.6588  O3 0.994
3 O -3.7249 -2.6609 -0.0832  H1 0.976, H2 0.994
4 H 3.8321 -3.1272 -1.0624  O6 0.959
5 H 3.4298 -4.4242 -0.2499  O6 0.958
6 O 3.5893 -3.4810 -0.2052  H4 0.959, H5 0.958
7 H -2.1950 -0.2994 1.6003  O9 0.958
8 H -3.6468 -0.1951 2.2688  O9 0.980
9 O -2.9486 -0.7919 1.9284  H7 0.958, H8 0.980
10 H -4.5052 3.0106 1.7576  O12 0.977
11 H -5.3837 2.3338 0.8926  O12 0.976
12 O -4.4682 2.6690 0.8433  H10 0.977, H11 0.976
13 H -1.0740 2.9616 5.0045  O15 0.942
14 H -1.0430 1.7317 5.9760  O15 0.947
15 O -1.5386 2.4758 5.6646  H13 0.942, H14 0.947
16 H 3.6720 -0.3061 -1.4830  O17 0.979
17 O 2.9447 -0.4521 -0.8443  H16 0.979, H95 1.016
18 H -1.1753 0.7870 -1.5643  O19 1.010
19 O -1.9724 1.3498 -1.8261  H18 1.010, H97 0.925
20 H 3.7298 2.1865 -2.1801  O22 0.973
21 H 4.5369 3.4585 -1.8197  O22 0.976
22 O 4.4329 2.5153 -1.5927  H20 0.973, H21 0.976
23 H -1.6115 -1.5886 -5.7535  O25 0.971
24 H -0.1947 -1.6203 -6.1393  O25 0.943
25 O -0.7459 -1.8718 -5.4166  H23 0.971, H24 0.943
26 H -5.0176 0.6551 -2.8247  O28 0.943
27 H -4.2437 1.9028 -2.6386  O28 0.952
28 O -5.0574 1.5784 -3.0109  H26 0.943, H27 0.952
29 H 2.0304 -1.0413 2.4365  O31 0.968
30 H 3.1708 -0.5384 1.3634  O31 0.982
31 O 2.2712 -0.4175 1.7373  H29 0.968, H30 0.982
32 H -1.4823 -1.6849 1.0706  O33 1.075
33 O -0.8574 -1.9615 0.2409  H32 1.075, H98 0.981
34 H 0.7005 -3.6405 -1.6745  O36 0.958
35 H 1.4488 -3.1360 -0.5403  O36 0.955
36 O 1.3308 -2.9484 -1.4692  H34 0.958, H35 0.955
37 H 5.9534 2.2100 1.2090  O39 0.948
38 H 5.6157 1.0670 0.1323  O39 0.950
39 O 5.7023 1.3106 1.0465  H37 0.948, H38 0.950
40 H -0.2465 -5.6606 3.9048  O42 0.971
41 H 0.8521 -5.1723 4.6372  O42 0.956
42 O -0.0077 -4.8462 4.3763  H40 0.971, H41 0.956
43 H -0.3007 -5.0870 1.9196  O45 0.959
44 H -0.4538 -3.8953 2.8278  O45 0.988
45 O -0.1242 -4.1448 1.9306  H43 0.959, H44 0.988
46 H -1.5565 5.4867 -1.6155  O48 0.982
47 H -1.5666 4.0545 -1.8777  O48 1.038
48 O -1.2293 4.6954 -1.1348  H46 0.982, H47 1.038
49 H -0.1578 0.5881 -4.8868  O51 0.983
50 H 0.8109 1.5077 -4.1950  O51 0.956
51 O 0.7335 0.9891 -4.9938  H49 0.983, H50 0.956
52 H 0.6562 1.5254 -0.5387  O53 0.967
53 O 0.2668 1.2649 0.3076  H52 0.967, H94 0.977
54 H -1.9006 3.1893 -5.6701  O56 0.970
55 H -1.1757 2.2063 -4.9156  O56 0.946
56 O -1.2397 3.1495 -4.9610  H54 0.970, H55 0.946
57 H 3.5765 3.8976 4.3472  O58 0.949
58 O 3.4105 4.0236 3.4209  H57 0.949, H96 0.989
59 H -2.5551 -2.7833 4.5875  O61 0.965
60 H -3.0506 -3.3337 3.2573  O61 0.952
61 O -3.2662 -3.2948 4.1833  H59 0.965, H60 0.952
62 H 0.3652 -0.8897 -1.3607  O64 0.984
63 H 1.4734 -0.4442 -2.1634  O64 0.946
64 O 0.5914 -0.1578 -1.9788  H62 0.984, H63 0.946
65 H -1.7844 4.5214 3.5654  O67 0.983
66 H -2.5294 4.1561 2.2868  O67 0.990
67 O -2.6504 4.1635 3.2690  H65 0.983, H66 0.990
68 H 0.0227 2.4437 1.3694  O70 1.012
69 H 0.3531 3.3806 2.8483  O70 0.940
70 O -0.1836 3.0569 2.1474  H68 1.012, H69 0.940
71 H -4.8366 -1.8034 2.7722  O73 0.979
72 H -5.3388 -0.4709 3.2397  O73 0.964
73 O -5.6180 -1.2185 2.6990  H71 0.979, H72 0.964
74 H 3.3068 -4.3265 2.9465  O76 0.960
75 H 4.3634 -4.3718 1.9246  O76 0.971
76 O 3.7290 -4.9611 2.3632  H74 0.960, H75 0.971
77 H 1.4488 -4.2597 -3.7422  O79 1.013
78 H 0.3297 -3.9791 -4.5668  O79 0.975
79 O 0.9674 -4.7141 -4.5083  H77 1.013, H78 0.975
80 H -1.8556 -5.1019 -1.2299  O82 0.957
81 H -2.2354 -5.4734 -2.7098  O82 0.969
82 O -2.5246 -5.5008 -1.7858  H80 0.957, H81 0.969
83 H 6.2397 -1.0863 1.3011  O85 0.996
84 H 5.1451 -1.7345 2.0734  O85 0.968
85 O 5.4625 -1.6926 1.1604  H83 0.996, H84 0.968
86 H -6.0192 0.2137 -0.9609  O88 0.972
87 H -6.0848 -1.2514 -0.4236  O88 1.015
88 O -5.9865 -0.7057 -1.2739  H86 0.972, H87 1.015
89 H 0.8518 3.1633 -2.8476  O90 0.942
90 O 1.2951 3.1775 -2.0170  H89 0.942, H99 0.947
91 H 1.3815 -3.4974 1.9622  O93 0.971
92 H 2.4044 -2.9075 0.9864  O93 1.004
93 O 2.0206 -2.7687 1.9034  H91 0.971, H92 1.004
94 H 0.7852 0.5244 0.6791  O53 0.977
95 H 2.9873 -1.4602 -0.9631  O17 1.016
96 H 3.7130 3.1141 3.1779  O58 0.989
97 H -2.0522 1.9131 -1.0968  O19 0.925
98 H -1.1437 -2.8804 0.4321  O33 0.981
99 H 0.8763 3.8607 -1.5118  O90 0.947
100 O 3.0315 4.3463 -3.7392  H101 0.980, H102 0.943
101 H 2.9006 3.8140 -2.9272  O100 0.980
102 H 2.3075 4.9397 -3.8558  O100 0.943
103 O 2.3686 5.3050 -0.1274  H104 0.941, H105 0.975
104 H 3.0839 5.1681 0.4691  O103 0.941
105 H 1.6341 5.8923 0.1309  O103 0.975
106 O -2.8756 0.9138 -4.7967  H107 0.945, H108 0.949
107 H -3.7957 0.8322 -4.9979  O106 0.945
108 H -2.7372 1.1314 -3.8830  O106 0.949
109 O 4.4350 -2.9162 -2.7008  H110 0.961, H111 0.952
110 H 4.6812 -2.0647 -3.0720  O109 0.961
111 H 4.6977 -3.6241 -3.2814  O109 0.952
112 O -3.9375 1.3440 3.9058  H113 0.970, H114 0.977
113 H -3.0407 1.3236 4.2736  O112 0.970
114 H -3.8719 2.3124 3.7960  O112 0.977
115 O 3.0147 1.4607 3.3917  H116 0.989, H117 0.990
116 H 2.3681 1.1814 4.0864  O115 0.989
117 H 2.7509 1.0714 2.5206  O115 0.990
118 O -2.0225 1.8794 0.8123  H119 0.949, H120 0.958
119 H -1.5298 1.0684 0.8415  O118 0.949
120 H -1.8025 2.3495 1.6173  O118 0.958

As for the LUMO energy: -0.7 eV. The maximum force is 0.0906 Eh/bohr. Its spin multiplicity is 1. The energy above the lowest of the compared OMol25 structures with the same formula, charge and spin is 885.40 kJ/mol.